# CH3NO2

One molecule with the formula CH3NO2 (the ωB97M-V functional and the def2-TZVPD basis, the OMol25 dataset).

## Properties
SMILES: O[C@@H]1NO1
Largest force on an atom: 0.067 Eh/bohr
Relative energy (zero: lowest compared OMol25 entry of this formula, charge and spin): 5.093 eV
E_HOMO: -8.703 eV
Electronic energy: -244.99197 Ha

CARTESIAN COORDINATES (ANGSTROEM)
C -0.15922 -0.11634 0.43441
N 0.88362 0.73377 0.07560
O 1.37070 -0.60279 -0.20284
O -1.30019 -0.48350 -0.11223
H -0.30723 -0.38390 1.45643
H 0.94231 1.43264 -0.62649
H -1.42998 -0.57988 -1.02488

Atom charges from the Löwdin analysis, given in e for atoms 1 to 5:
1. C -0.272
2. N -0.048
3. O -0.124
4. O 0.111
5. H 0.139

=====

# C17H30BrCaN9O5S

C17H30BrCaN9O5S as an isolated structure (the ωB97M-V functional and the def2-TZVPD basis, the OMol25 dataset).

## Properties
Largest force on an atom: 0.010 Eh/bohr
Relative energy (zero: lowest compared OMol25 entry of this formula, charge and spin): 2.885 eV
E_HOMO: 0.595 eV
Electronic energy: -5184.72186 Ha
Net charge: -2

CARTESIAN COORDINATES (ANGSTROEM)
Ca -0.40942 -1.41056 -1.05482
C 0.89106 -4.83078 3.68391
C 0.61864 -4.83438 2.20469
C 0.27380 -5.99174 1.51018
C 0.01465 -5.92993 0.15254
C 0.10358 -4.68068 -0.44559
Br -0.27217 -4.44656 -2.28278
N 0.40872 -3.57269 0.18532
C 0.67879 -3.65228 1.48590
H 0.82583 -5.84028 4.09506
H 0.16985 -4.20182 4.20998
H 1.88587 -4.43820 3.90509
H 0.20511 -6.94146 2.03149
H -0.25866 -6.80486 -0.41890
H 0.92706 -2.71172 1.96494
C -1.58895 4.15602 -2.74570
N -0.78804 2.98285 -3.06533
C 0.62987 3.25316 -2.86851
C -1.24330 1.79214 -2.42510
N -0.66105 1.13503 -1.51956
N -2.52066 1.45315 -2.89301
C -3.18488 0.25077 -2.57561
N -4.58786 0.44733 -2.59188
N -2.57426 -0.81141 -2.32195
H -1.29164 4.96700 -3.41561
H -1.42852 4.49376 -1.70930
H -2.65277 3.96948 -2.87589
H 0.92749 4.02245 -3.58532
H 1.21881 2.34513 -3.03463
H 0.83233 3.63356 -1.85359
H 0.25747 1.51129 -1.27434
H -2.79693 1.89548 -3.75296
H -4.83841 1.26385 -2.04892
H -5.05105 -0.37773 -2.23368
H -3.08570 -1.52201 -1.78448
O 3.08002 -1.44694 -3.55276
S 2.10123 -0.64882 -2.81398
O 2.43189 0.80471 -2.84210
O 2.08953 -1.06794 -1.35460
O 0.71467 -0.86733 -3.32010
C 2.41723 3.29481 1.16534
C 2.93653 2.05465 0.46060
N 1.85424 1.12284 0.27857
C 0.94118 0.84404 1.26743
N 0.35282 -0.29351 1.26474
C -0.74265 -0.56830 2.19920
C -1.36971 0.70678 2.72801
C -0.27739 1.64385 3.21588
N 0.63816 1.91601 2.12548
C 1.68709 2.86725 2.42614
H 1.71865 3.82124 0.50890
H 3.23501 3.97514 1.41890
H 3.75893 1.62837 1.06233
H 3.33814 2.26935 -0.53100
H 2.05994 0.30162 -0.32752
H -0.35272 -1.15512 3.05015
H -1.45118 -1.23464 1.61698
H -2.07579 0.47940 3.53131
H -1.92049 1.19456 1.91699
H 0.24510 1.19104 4.07711
H -0.67052 2.61152 3.55315
H 2.41333 2.45676 3.15153
H 1.21110 3.72701 2.91111
O -1.99899 -2.20170 0.16058

Atom charges from the Löwdin analysis, given in e for atoms 1 to 5:
1. Ca 1.071
2. C -0.065
3. C -0.261
4. C -0.057
5. C -0.113

=====

# C3H9F2N2O8P2Pd

C3H9F2N2O8P2Pd as an isolated structure (the ωB97M-V functional and the def2-TZVPD basis, the OMol25 dataset).

## Properties
Largest force on an atom: 0.008 Eh/bohr
Relative energy (zero: lowest compared OMol25 entry of this formula, charge and spin): 0.563 eV
E_HOMO: -5.501 eV
Electronic energy: -1841.69927 Ha
Net charge: -1

CARTESIAN COORDINATES (ANGSTROEM)
Pd -0.09992 -0.53810 -0.42488
N -1.06728 -2.54376 3.16936
C 0.23938 -1.79340 3.00029
C 1.02175 -1.81793 4.29755
P -0.28288 -0.09578 2.52244
O -1.27722 0.23458 3.79460
O 0.85841 0.83424 2.50595
O -1.24777 -0.29660 1.37124
P 0.99204 -2.86340 1.63560
O 2.08735 -1.86956 1.05076
O 1.53890 -4.03838 2.36058
O -0.15771 -3.01439 0.67922
H -1.66177 -2.11368 3.87758
H -0.85638 -3.52069 3.38848
H -1.50533 -2.52539 2.23254
H 0.45625 -1.37587 5.12334
H 1.92759 -1.22989 4.15554
H 1.31725 -2.83874 4.54510
H -0.87157 0.94062 4.30989
H 2.21160 -1.81535 0.06542
F -2.61829 0.17574 -1.11634
C -1.34849 0.38210 -1.58001
F -1.33335 -0.10701 -2.85161
H -1.17764 1.46096 -1.62283
O 2.29840 -1.27785 -1.54602
N 1.36963 -0.48215 -1.80121
O 1.46904 0.29408 -2.72561

Atom charges from the Löwdin analysis, given in e for atoms 1 to 5:
1. Pd 0.915
2. N 0.146
3. C -0.516
4. C -0.091
5. P 0.288

=====

# C10H16N2

One molecule with the formula C10H16N2 (the ωB97M-V functional and the def2-TZVPD basis, the OMol25 dataset).

## Properties
Largest force on an atom: 0.124 Eh/bohr
Relative energy (zero: lowest compared OMol25 entry of this formula, charge and spin): 4.404 eV
E_HOMO (alpha / beta): -7.044 / -6.614 eV
Electronic energy: -499.95793 Ha

CARTESIAN COORDINATES (ANGSTROEM)
C -0.12693 1.50799 -1.41389
C 0.94984 0.76544 -1.84520
C -0.22285 1.65514 1.07232
C 0.97920 0.72844 1.33844
C -0.91736 1.02492 -0.17217
C 0.72064 -0.47530 0.51615
C -0.72088 -0.47013 0.09513
C 1.53498 -1.69342 0.64046
C -0.99844 -1.41335 -1.07713
C -1.55867 -0.95445 1.34455
N -0.18252 2.72243 -1.89113
N 1.72979 0.34091 -2.59882
H -1.01827 1.85685 1.81803
H 0.06955 2.64608 0.67970
H 1.93045 1.28134 1.21369
H 0.96862 0.36509 2.43271
H -2.00193 1.34865 -0.27088
H 2.42506 -1.42577 1.20799
H 1.85877 -2.13150 -0.33267
H 1.09999 -2.54202 1.05453
H -1.91330 -1.93332 -0.82981
H -0.30203 -2.22988 -1.29386
H -0.98941 -0.91393 -2.04677
H -2.55439 -0.93761 0.90461
H -1.48066 -0.42696 2.20263
H -1.06596 -1.92937 1.38963
H -0.90608 3.41046 -1.63034
H 2.69277 -0.17675 -2.50790

Atom charges from the Löwdin analysis, given in e for atoms 1 to 5:
1. C -0.371
2. C -0.148
3. C -0.140
4. C -0.152
5. C -0.216

=====

# C10H28BClNO2Si

A 2-piece molecular cluster, C10H28BClNO2Si overall (the ωB97M-V functional and the def2-TZVPD basis, the OMol25 dataset).

## Properties
Largest force on an atom: 0.058 Eh/bohr
E_HOMO: -11.592 eV
Electronic energy: -1377.32193 Ha
Net charge: +1

CARTESIAN COORDINATES (ANGSTROEM)
C 6.41167 -1.12742 0.77985
Si 4.56064 -0.56003 1.10567
C 4.53279 1.36009 0.96966
C 4.20966 -1.07176 2.96204
O 3.55532 -1.40689 -0.06003
C 2.22864 -0.78839 -0.21085
C 1.21525 -1.04676 1.06503
B 0.65823 0.42125 1.56448
Cl 1.55159 1.52144 2.79851
H 6.98260 -1.13266 1.80672
H 6.31675 -2.21991 0.34679
H 6.85494 -0.38380 -0.01492
H 5.40244 1.76608 0.26714
H 4.76361 1.77545 2.06282
H 3.52414 1.82430 0.60026
H 3.12407 -0.79476 3.31132
H 4.96512 -0.52731 3.70700
H 4.30800 -2.24168 2.98302
H 2.28596 0.35838 -0.53657
H 1.71534 -1.33337 -1.14080
H 1.69016 -1.69097 1.93083
H 0.25765 -1.65647 0.69752
H -0.34612 0.80773 1.08205
C -3.05127 -0.43154 -0.23532
N -4.25514 0.06826 -1.03565
C -5.47699 0.04619 -0.11891
C -4.50396 -0.86670 -2.20659
C -4.04460 1.53137 -1.50768
C -2.87531 1.73799 -2.48751
O -1.63508 1.36854 -1.90028
H -3.34779 -1.34519 0.29232
H -2.23623 -0.67380 -0.91854
H -2.76346 0.34074 0.48383
H -5.64317 -0.98171 0.21733
H -6.34182 0.40293 -0.68636
H -5.28032 0.70045 0.73577
H -3.60457 -0.91092 -2.82650
H -5.35070 -0.48228 -2.78189
H -4.72823 -1.86221 -1.81245
H -3.88141 2.12313 -0.59956
H -4.98227 1.84940 -1.97738
H -2.81765 2.79913 -2.75258
H -3.01649 1.16837 -3.41080
H -0.93201 1.56529 -2.54881

Atom charges from the Löwdin analysis, given in e for atoms 1 to 5:
1. C -0.206
2. Si 0.475
3. C -0.227
4. C -0.223
5. O -0.269

=====

# C37H75N5O7S2

A 4-piece molecular cluster, C37H75N5O7S2 overall (the ωB97M-V functional and the def2-TZVPD basis, the OMol25 dataset).

## Properties
SMILES: CCC[C@H](C)[C@@]1(N=C=S)C[C@H](CCCOC(C)=O)S(=O)(=O)O[C@H]1N(C(C)=O)C(C)=O.CCN(CC)CC.CCN(CC)CC.CCN(CC)CC
Largest force on an atom: 0.174 Eh/bohr
E_HOMO: -7.976 eV
Electronic energy: -3051.06889 Ha

CARTESIAN COORDINATES (ANGSTROEM)
C 2.70837 4.84274 2.01280
C 2.03047 4.07918 0.68768
C 2.42079 4.77988 -0.73036
C 4.00894 4.63093 -1.18528
C 4.10350 5.61071 -2.54044
C 4.50267 3.09461 -1.45309
N 4.52470 2.19195 -0.24268
C 5.12258 2.75131 0.85020
S 6.02993 3.37867 2.18356
C 3.32158 2.43237 -2.43853
C 3.82056 1.16367 -3.33029
C 3.98600 -0.25444 -2.52800
C 2.61932 -1.20975 -2.56452
C 1.23330 -0.38548 -2.26974
O 1.07335 0.00677 -0.83000
C -0.29691 0.55464 -0.69606
C -0.85869 1.91866 -1.41990
O -1.13379 -0.13135 0.11108
S 5.35373 1.69309 -4.30256
O 4.88228 2.00966 -5.77451
O 6.43616 0.59412 -4.42834
O 5.91632 3.17461 -3.66712
C 5.97444 2.94406 -2.18481
N 7.12171 3.63099 -1.50038
C 8.40553 2.80158 -1.55684
C 8.64047 1.60591 -0.41597
O 9.40120 2.97425 -2.43057
C 7.39088 5.03406 -1.94197
C 7.20405 6.21844 -0.77458
O 7.81620 5.46832 -3.12874
H 3.45628 5.67854 1.67752
H 3.23017 3.96713 2.63241
H 1.85328 5.24971 2.73855
H 2.17876 2.90383 0.72545
H 0.85620 4.23919 0.83235
H 2.26262 5.95468 -0.57606
H 1.66118 4.50018 -1.60411
H 4.62776 5.21288 -0.35973
H 3.13520 6.30927 -2.58464
H 4.04119 4.97422 -3.54807
H 5.01123 6.34728 -2.51015
H 2.50004 2.02786 -1.67286
H 2.78776 3.22528 -3.11051
H 2.97910 0.97757 -4.15668
H 4.83151 -0.92487 -3.03813
H 4.28229 -0.16409 -1.40039
H 2.67567 -2.07972 -1.75207
H 2.50129 -1.76275 -3.60211
H 1.08614 0.53419 -2.99351
H 0.32367 -1.12002 -2.48803
H -0.31283 2.15215 -2.43393
H -0.74656 2.82331 -0.67534
H -2.00160 1.73528 -1.70224
H 6.22967 1.77786 -2.10026
H 9.78803 1.35760 -0.38825
H 8.04854 0.62047 -0.66877
H 8.31306 1.97113 0.65439
H 6.51112 7.09523 -1.11920
H 6.81663 5.71993 0.23709
H 8.29678 6.60654 -0.52099
C 1.75237 -4.86089 2.78716
C 0.37693 -4.91823 3.44528
N 0.01325 -3.70870 4.19444
C -1.19750 -3.87645 5.00569
C -2.51287 -4.12583 4.27268
C 0.08830 -2.44606 3.45526
C -0.77256 -2.31208 2.20383
H 2.54029 -4.67993 3.52580
H 1.96595 -5.81593 2.29512
H 1.80810 -4.08377 2.01794
H 0.39416 -5.76847 4.14048
H -0.36622 -5.15558 2.67880
H -1.31975 -3.00784 5.66194
H -1.03150 -4.72058 5.68913
H -2.90984 -3.20689 3.83487
H -3.26768 -4.48546 4.98093
H -2.42359 -4.87852 3.48799
H 1.13373 -2.27260 3.17318
H -0.14306 -1.61366 4.13288
H -0.76375 -3.21319 1.58653
H -0.39324 -1.49014 1.58474
H -1.80666 -2.06657 2.45011
C -6.77355 3.37474 2.64758
C -6.85191 2.80734 1.23331
N -5.54968 2.63635 0.57648
C -5.66255 2.31675 -0.85085
C -6.31430 0.98986 -1.23067
C -4.55835 1.84346 1.30782
C -4.92675 0.40529 1.65577
H -6.26690 4.34546 2.65997
H -7.78454 3.51828 3.04397
H -6.25260 2.69887 3.33353
H -7.45195 3.51254 0.64241
H -7.41292 1.86906 1.26513
H -4.67163 2.36752 -1.31518
H -6.23704 3.12018 -1.33217
H -5.63420 0.14886 -1.07603
H -6.56721 0.99468 -2.29683
H -7.23789 0.79999 -0.68185
H -4.31317 2.36987 2.23806
H -3.61247 1.83986 0.75027
H -5.95479 0.30678 2.01154
H -4.26979 0.04223 2.45534
H -4.78468 -0.26422 0.80615
C -5.38281 -7.91617 -1.38348
C -5.45780 -6.39216 -1.39047
N -5.39077 -5.77653 -0.05895
C -5.69953 -4.34242 -0.07173
C -4.74683 -3.41901 -0.82629
C -4.23978 -6.15056 0.76663
C -2.85084 -5.85328 0.21201
H -6.18382 -8.35175 -0.77703
H -5.49086 -8.29547 -2.40539
H -4.42108 -8.27883 -1.00631
H -6.41822 -6.12488 -1.85162
H -4.67557 -6.00806 -2.05131
H -5.79734 -3.98147 0.95796
H -6.70043 -4.21658 -0.50713
H -3.83051 -3.23669 -0.25986
H -5.22065 -2.44240 -0.97602
H -4.47970 -3.80150 -1.81249
H -4.30193 -7.22451 0.97962
H -4.33274 -5.68050 1.75454
H -2.75931 -6.09426 -0.84944
H -2.10633 -6.45481 0.74737
H -2.57305 -4.80853 0.35901

Atom charges from the Löwdin analysis, given in e for atoms 1 to 5:
1. C -0.140
2. C -0.256
3. C -0.201
4. C -0.243
5. C -0.064

=====

# C5H6O3

One molecule with the formula C5H6O3 (the ωB97M-V functional and the def2-TZVPD basis, the OMol25 dataset).

## Properties
SMILES: C#CC1(O)[C@H](O)[C@H]1O
Largest force on an atom: 0.118 Eh/bohr
Relative energy (zero: lowest compared OMol25 entry of this formula, charge and spin): 4.497 eV
E_HOMO: -9.113 eV
Electronic energy: -419.67413 Ha

CARTESIAN COORDINATES (ANGSTROEM)
C -0.90941 0.18250 -0.62385
C -0.77177 -0.62894 0.61579
C 0.30595 0.48098 0.34240
C 1.71900 0.14667 -0.06613
C 2.74868 -0.42191 -0.45148
H -2.78712 0.65369 -1.15715
H -0.59929 -0.36276 -1.54957
H -1.29860 -0.27672 1.48685
H 0.50365 -1.92352 0.75425
H -0.37900 2.12592 0.80684
H 3.63354 -0.65392 -1.06562
O -1.88307 1.07996 -0.81756
O -0.45765 -1.86031 0.43013
O 0.17509 1.45836 1.29512

Atom charges from the Löwdin analysis, given in e for atoms 1 to 5:
1. C -0.271
2. C -0.339
3. C -0.388
4. C -0.014
5. C 0.110

=====

# C22H21AlCl2F5N2O6PS2Te

C22H21AlCl2F5N2O6PS2Te as an isolated structure (the ωB97M-V functional and the def2-TZVPD basis, the OMol25 dataset).

## Properties
Largest force on an atom: 0.016 Eh/bohr
E_HOMO: -8.664 eV
Electronic energy: -4479.95795 Ha

CARTESIAN COORDINATES (ANGSTROEM)
Al 0.14328 0.94404 2.52166
Cl -5.68579 -2.71130 4.83202
C -4.46153 -1.64625 4.21796
C -4.86762 -0.47349 3.53730
C -3.95343 0.40213 3.03778
Cl -4.45090 1.83419 2.22321
C -2.54907 0.16217 3.17897
O -1.68857 0.99667 2.75654
C -2.17879 -1.02929 3.85847
C -0.81246 -1.28816 4.04366
O 0.14413 -0.64930 3.53402
C -3.14638 -1.92263 4.38805
H -5.92269 -0.26791 3.41798
H -0.53442 -2.13645 4.67819
H -2.82821 -2.81305 4.91482
N -1.73656 3.19178 -8.77252
C -1.63170 2.81905 -7.69071
C -1.49526 2.35126 -6.33724
C -2.28942 1.30110 -5.88372
C -2.15787 0.84896 -4.58379
C -1.22554 1.43308 -3.72602
C -0.43290 2.48880 -4.18987
C -0.56873 2.94924 -5.48485
C -1.05804 0.96926 -2.38166
C -0.88049 0.61428 -1.24786
H -3.01028 0.84941 -6.55111
H -2.77972 0.04091 -4.22384
H 0.27962 2.94730 -3.51763
H 0.03884 3.76900 -5.84282
C 2.26811 -4.05555 -0.13036
C 3.12328 -3.10778 0.68297
C 2.76979 -3.09407 2.15353
O 3.07600 -1.77689 0.06578
P 2.15976 -0.52183 0.32421
S 2.51941 0.32522 2.06046
S 0.19825 -1.30608 0.12803
O 2.44312 0.43758 -0.86768
C 2.85491 0.16428 -2.25375
C 4.34324 -0.10803 -2.28703
C 2.01868 -0.91528 -2.90415
H 2.44734 -5.07681 0.20814
H 2.51884 -3.99785 -1.18891
H 1.20446 -3.84644 -0.00655
H 4.17268 -3.37585 0.56344
H 1.72687 -2.81299 2.31492
H 3.39832 -2.40559 2.71293
H 2.91620 -4.10220 2.54431
H 2.64420 1.12152 -2.72908
H 4.57335 -1.08422 -1.86257
H 4.88505 0.65865 -1.73472
H 4.68526 -0.09129 -3.32275
H 2.18299 -1.88540 -2.43496
H 2.31633 -0.99191 -3.95118
H 0.95817 -0.67358 -2.86249
F -0.02173 3.95876 5.75910
Te -0.84044 3.54790 4.15247
F -1.56468 2.12067 5.11270
F -1.59081 3.59131 2.45798
F -2.39247 4.40724 4.65558
F -0.04621 5.13204 3.63142
O 0.47271 2.40931 3.52814
O 0.00749 1.18411 0.74265
N -0.68796 0.19627 0.03046

Atom charges from the Löwdin analysis, given in e for atoms 1 to 5:
1. Al -0.241
2. Cl 0.675
3. C -0.661
4. C -0.091
5. C -0.554